{"formula": "C22H17F2N7O", "method": "the ωB97M-V functional and the def2-TZVPD basis", "charge": 0, "lumo_energy_ev": -0.46, "e_homo_ev": -8.55, "energy_ev": -40998.644, "de_lowest_kj_mol": 251.1, "max_force_ev_per_a": 4.40, "smiles": "Cc1ccc2c(-c3nnc4c(n3)NC(=O)C43CC3)nn(Cc3ccc(C)c(F)c3F)c2n1", "symbols": ["H", "H", "H", "O", "H", "H", "N", "H", "F", "C", "N", "H", "C", "C", "C", "H", "C", "C", "C", "H", "H", "C", "C", "N", "H", "C", "N", "H", "H", "N", "H", "H", "H", "C", "F", "C", "H", "C", "C", "N", "C", "C", "C", "C", "C", "N", "C", "C", "C"], "xyz": [[-1.17554, -0.81970, 7.31157], [-4.69865, -2.87094, -4.71474], [5.56663, 2.39823, 0.08712], [5.48262, 2.66762, -4.15880], [6.69103, 2.80299, -1.29095], [-0.06136, -1.05771, -3.53337], [1.67711, 0.97625, -0.12248], [-3.32321, -1.87321, 1.28364], [-1.85125, -3.23988, 2.79255], [5.62989, 2.80239, -0.97610], [1.45241, 0.70132, -2.47153], [-1.98552, -2.19820, -4.73056], [-4.50482, -2.77725, -3.61769], [-2.10239, -1.86793, -3.76053], [-1.00409, -1.20795, -3.13206], [5.00400, 4.68106, -2.24065], [0.93298, 0.58339, -1.20851], [4.65626, 2.14416, -3.42281], [-1.48957, 0.53167, 4.66917], [-4.63375, -3.74147, -3.16093], [-1.44632, 1.51841, 5.13622], [-1.63424, -1.99835, 3.26207], [-2.41453, -1.01412, -1.08170], [-3.49447, -1.57644, -1.76039], [0.15088, -1.71796, 6.60624], [-0.43035, -0.78686, 6.56072], [-2.09780, -0.59448, 0.19965], [3.19700, 1.22058, -4.66015], [3.82279, 4.30902, -0.72283], [2.87121, 1.68607, -0.23999], [-3.80964, -0.19429, 1.17466], [-5.36480, -2.17322, -3.28334], [-2.56102, 1.30879, 2.88678], [2.61015, 1.30818, -2.60838], [-0.50078, -3.06680, 4.96652], [-2.14288, 0.42100, 3.42625], [0.25497, -0.04941, 6.78455], [4.47698, 2.49883, -1.92803], [-0.36938, 0.01846, -0.82072], [-1.00267, 0.20520, 0.33124], [3.25640, 1.81078, -1.52815], [-3.31162, -2.04611, -3.06115], [-2.99739, -0.87868, 1.27118], [-0.95009, -0.68432, 5.21252], [-2.26605, -0.79932, 2.71140], [3.47540, 1.42544, -3.73001], [-1.21561, -0.77071, -1.82660], [-1.01303, -1.94653, 4.52537], [4.64409, 3.93200, -1.40629]]}

***

{"formula": "C22H17N2O4S4SeTcTe", "method": "the ωB97M-V functional and the def2-TZVPD basis", "spin_multiplicity": 2, "charge": -1, "lumo_energy_ev": [0.31, 0.96], "e_homo_ev": [-4.96, -5.02], "energy_ev": -152443.619, "de_lowest_kj_mol": 47.8, "max_force_ev_per_a": 1.74, "symbols": ["Te", "H", "H", "C", "C", "H", "C", "H", "C", "Tc", "O", "C", "C", "C", "S", "H", "H", "O", "C", "C", "H", "H", "C", "C", "C", "H", "H", "C", "H", "H", "H", "C", "H", "S", "H", "O", "C", "O", "C", "Se", "H", "C", "S", "S", "C", "C", "N", "C", "C", "C", "N", "H"], "xyz": [[-2.27490, -2.27424, 1.69832], [-2.60586, -4.90521, 1.03354], [3.01584, -1.05454, -0.70078], [-4.30269, -3.10507, -3.08717], [-1.22001, 0.78191, -3.15519], [2.20675, 7.42838, 1.04127], [1.95854, -1.02584, -2.57287], [-4.15494, -4.26878, 1.58519], [-1.82789, -2.06665, -0.38274], [1.47937, 0.31152, 1.60617], [1.53778, 0.50680, 3.54359], [-5.02155, -4.08512, -2.41631], [4.47258, 4.91968, 1.10253], [3.60804, 3.83377, 1.13742], [3.40534, -2.70972, 1.41962], [-4.55684, -2.84229, -4.10651], [4.65779, 7.05956, 1.04912], [-0.57699, 0.14556, 2.05327], [-3.26305, -2.44970, -2.44177], [-4.69593, -4.40546, -1.10558], [0.65562, -0.78067, -4.27211], [-2.71830, -1.66671, -2.95662], [-2.93629, -2.76452, -1.12640], [0.84013, -0.55417, -3.23053], [1.73879, 5.34066, 1.10361], [4.00614, 2.83446, 1.17117], [-0.47419, 1.12267, -0.59957], [-3.27816, -4.04753, 0.97810], [5.54195, 4.74691, 1.09885], [0.66735, 5.50197, 1.10825], [-5.26443, -5.16171, -0.57543], [-0.04658, 0.24045, -2.51678], [-1.76888, -1.01290, -0.63424], [4.45639, -1.27198, 2.42006], [2.69223, -1.63977, -3.07484], [-1.93287, 0.05842, 3.82921], [0.20037, 0.50459, -1.17735], [0.31448, 0.68748, 5.40479], [2.60738, 6.42222, 1.07054], [0.89910, 2.66099, 1.22537], [-0.86076, -2.53368, -0.58595], [3.97941, 6.21581, 1.07198], [3.83137, 0.43331, 1.43313], [1.45743, -2.08207, 1.67111], [0.39852, 0.51308, 4.22393], [2.23231, 4.03705, 1.14235], [1.27055, 0.02793, -0.54341], [-0.85110, 0.23591, 3.33712], [-3.65591, -3.75341, -0.45155], [2.14292, -0.71169, -1.23846], [-2.14471, 1.19458, -3.69758], [-5.84162, -4.59222, -2.90981]]}

***

- Which of these has the lowest charge?
  C22H17N2O4S4SeTcTe

***

- The highest charge belongs to which entry?
  C22H17F2N7O

***

- What is the charge in the second record?
  -1

***

Copy entry 1 word for word.
{"formula": "C22H17F2N7O", "method": "the ωB97M-V functional and the def2-TZVPD basis", "charge": 0, "lumo_energy_ev": -0.46, "e_homo_ev": -8.55, "energy_ev": -40998.644, "de_lowest_kj_mol": 251.1, "max_force_ev_per_a": 4.40, "smiles": "Cc1ccc2c(-c3nnc4c(n3)NC(=O)C43CC3)nn(Cc3ccc(C)c(F)c3F)c2n1", "symbols": ["H", "H", "H", "O", "H", "H", "N", "H", "F", "C", "N", "H", "C", "C", "C", "H", "C", "C", "C", "H", "H", "C", "C", "N", "H", "C", "N", "H", "H", "N", "H", "H", "H", "C", "F", "C", "H", "C", "C", "N", "C", "C", "C", "C", "C", "N", "C", "C", "C"], "xyz": [[-1.17554, -0.81970, 7.31157], [-4.69865, -2.87094, -4.71474], [5.56663, 2.39823, 0.08712], [5.48262, 2.66762, -4.15880], [6.69103, 2.80299, -1.29095], [-0.06136, -1.05771, -3.53337], [1.67711, 0.97625, -0.12248], [-3.32321, -1.87321, 1.28364], [-1.85125, -3.23988, 2.79255], [5.62989, 2.80239, -0.97610], [1.45241, 0.70132, -2.47153], [-1.98552, -2.19820, -4.73056], [-4.50482, -2.77725, -3.61769], [-2.10239, -1.86793, -3.76053], [-1.00409, -1.20795, -3.13206], [5.00400, 4.68106, -2.24065], [0.93298, 0.58339, -1.20851], [4.65626, 2.14416, -3.42281], [-1.48957, 0.53167, 4.66917], [-4.63375, -3.74147, -3.16093], [-1.44632, 1.51841, 5.13622], [-1.63424, -1.99835, 3.26207], [-2.41453, -1.01412, -1.08170], [-3.49447, -1.57644, -1.76039], [0.15088, -1.71796, 6.60624], [-0.43035, -0.78686, 6.56072], [-2.09780, -0.59448, 0.19965], [3.19700, 1.22058, -4.66015], [3.82279, 4.30902, -0.72283], [2.87121, 1.68607, -0.23999], [-3.80964, -0.19429, 1.17466], [-5.36480, -2.17322, -3.28334], [-2.56102, 1.30879, 2.88678], [2.61015, 1.30818, -2.60838], [-0.50078, -3.06680, 4.96652], [-2.14288, 0.42100, 3.42625], [0.25497, -0.04941, 6.78455], [4.47698, 2.49883, -1.92803], [-0.36938, 0.01846, -0.82072], [-1.00267, 0.20520, 0.33124], [3.25640, 1.81078, -1.52815], [-3.31162, -2.04611, -3.06115], [-2.99739, -0.87868, 1.27118], [-0.95009, -0.68432, 5.21252], [-2.26605, -0.79932, 2.71140], [3.47540, 1.42544, -3.73001], [-1.21561, -0.77071, -1.82660], [-1.01303, -1.94653, 4.52537], [4.64409, 3.93200, -1.40629]]}